The following is a DFT calculation (wB97M-V/def2-TZVPD) of C55H60AsFNO4S2Ti as an isolated structure.

Each line ends with the Löwdin charge.
Atoms and positions in Å:
Ti (1.10, -0.10, 1.04)  0.9745
C (1.92, 3.48, 4.24)  -0.0562
C (1.75, 1.95, 4.23)  -0.3740
C (2.38, 1.38, 5.50)  -0.0299
C (0.30, 1.53, 4.09)  -0.1356
C (-0.70, 2.28, 4.70)  -0.0026
C (-2.03, 1.90, 4.63)  -0.0138
C (-2.40, 0.77, 3.92)  -0.0105
C (-1.45, -0.03, 3.29)  -0.1306
C (-1.94, -1.26, 2.52)  -0.3532
C (-3.35, -1.08, 1.97)  -0.0596
C (-1.93, -2.54, 3.37)  -0.0340
C (-0.10, 0.36, 3.39)  -0.1849
N (0.94, -0.48, 2.83)  -0.0523
C (1.51, -1.50, 3.62)  -0.2107
C (1.24, -1.71, 4.97)  -0.0165
C (1.88, -2.73, 5.65)  -0.0299
C (2.79, -3.55, 5.00)  -0.0261
C (3.08, -3.36, 3.65)  0.0195
C (2.43, -2.34, 3.02)  -0.2348
F (2.66, -2.08, 1.69)  -0.0289
H (2.96, 3.75, 4.04)  0.0923
H (1.67, 3.90, 5.21)  0.0952
H (1.28, 4.00, 3.52)  0.0810
H (2.30, 1.55, 3.37)  0.0725
H (1.80, 1.66, 6.37)  0.1035
H (3.39, 1.78, 5.63)  0.0962
H (2.45, 0.29, 5.47)  0.0580
H (-0.43, 3.16, 5.26)  0.1252
H (-2.78, 2.49, 5.14)  0.1253
H (-3.44, 0.51, 3.87)  0.1211
H (-1.27, -1.42, 1.67)  0.0898
H (-4.10, -1.19, 2.76)  0.1009
H (-3.56, -1.84, 1.22)  0.1017
H (-3.50, -0.10, 1.51)  0.0279
H (-2.44, -2.36, 4.32)  0.1043
H (-0.94, -2.92, 3.59)  0.0631
H (-2.49, -3.33, 2.86)  0.0928
H (0.52, -1.07, 5.48)  0.1359
H (1.67, -2.88, 6.70)  0.1260
H (3.29, -4.35, 5.54)  0.1254
H (3.79, -3.98, 3.12)  0.1356
C (-0.83, 6.93, -2.38)  -0.0191
C (-0.98, 5.58, -1.73)  -0.2278
C (-1.73, 5.42, -0.57)  0.0005
C (-1.88, 4.17, 0.01)  -0.0541
C (-1.28, 3.07, -0.59)  -0.4046
C (-0.50, 3.20, -1.74)  -0.0600
C (-0.35, 4.46, -2.29)  0.0010
S (-1.65, 1.54, 0.16)  1.2016
O (-0.31, 0.72, 0.09)  -0.6051
C (-2.75, 0.65, -0.93)  -0.2955
C (-4.07, 0.71, -0.42)  -0.1112
C (-5.07, 0.02, -1.04)  0.0179
C (-4.78, -0.80, -2.15)  -0.1313
C (-5.80, -1.58, -2.77)  -0.0003
C (-5.52, -2.34, -3.86)  -0.0272
C (-4.21, -2.36, -4.40)  -0.0303
C (-3.21, -1.62, -3.84)  -0.0181
C (-3.46, -0.83, -2.68)  -0.1028
C (-2.43, -0.05, -2.07)  -0.1309
C (-1.16, 0.09, -2.84)  -0.1505
C (-1.19, 0.98, -3.97)  -0.1246
C (-2.34, 1.74, -4.29)  0.0005
C (-2.35, 2.57, -5.38)  -0.0295
C (-1.20, 2.68, -6.20)  -0.0307
C (-0.07, 1.98, -5.90)  -0.0059
C (-0.04, 1.13, -4.77)  -0.1444
C (1.15, 0.41, -4.44)  0.0158
C (1.18, -0.43, -3.38)  -0.0419
C (0.01, -0.59, -2.59)  -0.3201
S (0.06, -1.75, -1.26)  1.1973
O (1.34, -1.19, -0.45)  -0.5947
C (0.74, -3.17, -2.06)  -0.3981
C (-0.11, -3.83, -2.93)  -0.0502
C (0.37, -4.94, -3.61)  0.0006
C (1.67, -5.40, -3.41)  -0.2345
C (2.19, -6.58, -4.17)  -0.0227
C (2.49, -4.72, -2.51)  -0.0043
C (2.03, -3.60, -1.82)  -0.0641
H (-1.19, 7.72, -1.73)  0.0896
H (-1.41, 6.96, -3.30)  0.1020
H (0.21, 7.13, -2.63)  0.0952
H (-2.19, 6.28, -0.11)  0.1307
H (-2.46, 4.05, 0.92)  0.1204
H (0.00, 2.35, -2.18)  0.1089
H (0.25, 4.58, -3.19)  0.1320
H (-4.29, 1.31, 0.45)  0.1173
H (-6.08, 0.08, -0.67)  0.1373
H (-6.80, -1.55, -2.36)  0.1284
H (-6.30, -2.93, -4.33)  0.1235
H (-4.01, -2.96, -5.28)  0.1207
H (-2.22, -1.63, -4.28)  0.1168
H (-3.23, 1.67, -3.68)  0.1259
H (-3.23, 3.14, -5.62)  0.1213
H (-1.23, 3.33, -7.07)  0.1225
H (0.82, 2.07, -6.51)  0.1265
H (2.03, 0.54, -5.06)  0.1321
H (2.07, -0.99, -3.13)  0.1168
H (-1.13, -3.49, -3.09)  0.1082
H (-0.28, -5.46, -4.29)  0.1296
H (1.37, -7.20, -4.54)  0.0887
H (2.84, -7.20, -3.55)  0.0919
H (2.77, -6.26, -5.03)  0.1009
H (3.50, -5.07, -2.33)  0.1292
H (2.68, -3.09, -1.11)  0.0982
O (1.27, 2.46, 1.13)  -0.0888
H (1.09, 2.98, 0.34)  0.0697
H (1.37, 3.08, 1.87)  0.0516
O (0.23, -3.41, 1.13)  -0.0542
H (-0.54, -3.90, 1.47)  0.0658
H (0.90, -4.09, 0.98)  0.0723
C (4.69, 0.01, 2.52)  -0.2190
As (3.64, 0.54, 0.99)  1.1158
C (4.53, -0.38, -0.46)  -0.2412
C (4.24, 2.36, 0.72)  -0.2474
H (5.66, 0.51, 2.43)  0.0570
H (4.84, -1.06, 2.51)  0.0403
H (4.22, 0.31, 3.45)  0.0289
H (5.59, -0.15, -0.41)  0.0555
H (4.13, -0.04, -1.41)  0.0380
H (4.38, -1.45, -0.37)  0.0281
H (5.32, 2.32, 0.67)  0.0545
H (3.93, 2.99, 1.55)  0.0305
H (3.84, 2.75, -0.21)  0.0440

Computed properties:
Net charge: +3

---

The following is a DFT calculation (wB97M-V/def2-TZVPD) of one molecule with the formula C4H9N.

Each line ends with the Löwdin charge.
Atoms and positions in Å:
C (-1.85, 0.65, 0.63)  -0.0947
N (0.65, -0.67, 1.11)  0.0703
C (0.38, -0.16, -0.19)  -0.3932
C (-0.80, 0.50, -0.49)  -0.0921
C (1.59, -0.24, -1.11)  -0.0810
H (-1.94, -0.20, 1.21)  0.0316
H (-1.58, 1.37, 1.30)  0.0400
H (-2.74, 0.86, 0.08)  0.0605
H (-0.04, -1.26, 1.51)  0.0724
H (1.55, -0.96, 1.38)  0.0648
H (-1.06, 0.93, -1.44)  0.0819
H (1.47, 0.24, -2.03)  0.0358
H (1.83, -1.35, -1.24)  0.0918
H (2.57, 0.29, -0.72)  0.1120

Computed properties:
Net charge: 0
SMILES string: C/C=C(/C)N

---

Calculated energy relative to the best compared isomer or geometry (same formula, charge and spin) (eV), listed in the same order as above: 0.8427, 0.8974
Calculated orbital gap (eV), listed in the same order as above: 6.74, 8.96
Calculated E_HOMO (eV), listed in the same order as above: -15.113, -7.837